1.
Computed, not measured: a cluster of 8 separate species, C24H52BF4NO12S6 in total at a distorted geometry, with wB97M-V/def2-TZVPD.

Each line ends with the Mulliken charge.
Positions of all 100 atoms, in Å:
N (13.536, 28.189, 6.197)  -0.508
H (13.924, 28.030, 5.278)  0.372
H (13.529, 27.303, 6.682)  0.378
H (12.591, 28.537, 6.125)  0.378
H (14.059, 28.872, 6.726)  0.380
B (8.343, 29.451, 3.429)  0.633
F (9.635, 29.933, 3.311)  -0.421
F (7.549, 30.439, 4.052)  -0.418
F (7.882, 29.100, 2.213)  -0.372
F (8.400, 28.315, 4.233)  -0.422
C (9.710, 22.152, 1.594)  -0.583
C (9.241, 20.837, 2.218)  -0.594
C (9.687, 20.874, 3.678)  -0.709
S (11.388, 21.543, 3.618)  1.085
O (12.427, 20.499, 3.441)  -0.628
O (11.431, 22.550, 4.675)  -0.654
C (11.150, 22.405, 1.975)  -0.642
H (9.058, 22.951, 1.946)  0.315
H (9.682, 22.068, 0.508)  0.295
H (9.734, 19.957, 1.805)  0.307
H (8.164, 20.702, 2.116)  0.334
H (9.793, 19.954, 4.252)  0.404
H (9.037, 21.504, 4.285)  0.344
H (11.962, 22.059, 1.335)  0.415
H (11.186, 23.444, 2.300)  0.312
C (0.054, 26.729, 1.126)  -0.565
C (0.732, 27.961, 0.825)  -0.671
C (0.991, 28.748, 2.102)  -0.632
S (-0.551, 28.542, 3.117)  1.048
O (-1.496, 29.646, 2.932)  -0.627
O (-0.283, 27.985, 4.398)  -0.605
C (-1.117, 27.144, 2.026)  -0.731
H (0.702, 25.956, 1.540)  0.304
H (-0.059, 26.232, 0.163)  0.320
H (0.105, 28.543, 0.150)  0.288
H (1.622, 27.757, 0.231)  0.355
H (1.187, 29.797, 1.882)  0.371
H (1.853, 28.271, 2.569)  0.377
H (-1.838, 27.630, 1.369)  0.327
H (-1.701, 26.442, 2.621)  0.441
C (8.130, 34.095, -2.587)  -0.607
C (6.734, 34.374, -2.012)  -0.552
C (7.019, 35.457, -0.903)  -0.736
S (8.555, 36.468, -1.398)  1.025
O (9.602, 36.369, -0.376)  -0.623
O (8.111, 37.782, -1.833)  -0.630
C (8.947, 35.405, -2.904)  -0.689
H (7.980, 33.487, -3.479)  0.341
H (8.763, 33.526, -1.906)  0.330
H (6.286, 33.521, -1.501)  0.300
H (5.958, 34.701, -2.704)  0.314
H (7.270, 34.985, 0.047)  0.396
H (6.114, 36.028, -0.692)  0.386
H (10.008, 35.362, -3.150)  0.418
H (8.423, 35.925, -3.706)  0.329
C (5.900, 25.294, 10.382)  -0.578
C (4.599, 25.512, 9.682)  -0.652
C (4.365, 24.289, 8.689)  -0.719
S (4.699, 22.872, 9.847)  1.028
O (5.311, 21.658, 9.256)  -0.641
O (3.465, 22.872, 10.580)  -0.606
C (5.970, 23.816, 10.803)  -0.590
H (6.056, 26.035, 11.166)  0.320
H (6.711, 25.578, 9.712)  0.296
H (4.674, 26.421, 9.086)  0.362
H (3.764, 25.648, 10.369)  0.334
H (5.204, 24.278, 7.994)  0.335
H (3.346, 24.183, 8.315)  0.406
H (6.948, 23.438, 10.504)  0.320
H (5.822, 23.648, 11.869)  0.385
C (6.242, 25.521, -5.423)  -0.577
C (5.373, 25.916, -6.609)  -0.652
C (6.211, 26.317, -7.818)  -0.558
S (7.750, 26.967, -7.149)  1.067
O (7.854, 28.375, -7.497)  -0.646
O (8.798, 26.095, -7.633)  -0.633
C (7.331, 26.655, -5.262)  -0.729
H (6.782, 24.599, -5.640)  0.294
H (5.723, 25.266, -4.499)  0.366
H (4.749, 26.754, -6.298)  0.305
H (4.688, 25.140, -6.949)  0.317
H (5.605, 26.979, -8.438)  0.330
H (6.490, 25.502, -8.486)  0.369
H (6.797, 27.567, -4.996)  0.330
H (8.276, 26.530, -4.734)  0.418
C (9.805, 36.682, 8.910)  -0.616
C (9.434, 36.630, 10.345)  -0.532
C (9.611, 35.186, 10.790)  -0.764
S (9.192, 34.043, 9.414)  1.066
O (7.808, 33.736, 9.820)  -0.623
O (10.242, 33.031, 9.312)  -0.646
C (9.428, 35.377, 8.192)  -0.605
H (10.885, 36.824, 8.864)  0.326
H (9.349, 37.497, 8.349)  0.289
H (8.378, 36.898, 10.311)  0.284
H (9.979, 37.417, 10.866)  0.332
H (9.060, 34.916, 11.691)  0.422
H (10.654, 34.994, 11.042)  0.341
H (8.564, 35.391, 7.527)  0.417
H (10.239, 35.035, 7.550)  0.310

For the gap between HOMO and LUMO, the calculation gives 7.59 eV.


2.
Computed, not measured: a cluster of 7 separate species, C24H52Cl2F3N4O13P2S2 in total at a distorted geometry, with wB97M-V/def2-TZVPD.

Each line ends with the Löwdin spin population.
Positions of all 102 atoms, in Å:
C (-4.159, 1.098, 8.672)  0.000
C (-4.599, 2.314, 7.705)  0.000
P (-5.168, 1.764, 5.989)  -0.002
C (-6.237, 3.158, 5.236)  0.000
N (-3.728, 1.508, 4.863)  -0.001
S (-4.365, 1.671, 3.238)  -0.002
C (-2.640, 2.492, 5.234)  0.000
C (-1.653, 2.922, 4.050)  0.000
C (-0.774, 1.731, 3.423)  0.000
C (-1.065, 1.637, 1.839)  0.000
O (0.020, 0.949, 1.119)  0.000
C (0.205, 1.747, -0.064)  0.000
O (-0.337, 1.455, -1.155)  0.000
C (-3.242, 0.092, 5.187)  0.000
C (-3.406, -0.940, 3.974)  0.000
C (-2.835, -2.371, 4.471)  0.000
F (-1.436, -2.481, 4.354)  0.000
F (-3.418, -3.356, 3.605)  0.000
F (-3.251, -2.718, 5.772)  0.000
H (-3.264, 0.498, 8.260)  0.000
H (-3.776, 1.579, 9.644)  0.000
H (-5.015, 0.406, 8.960)  0.000
H (-5.503, 2.825, 8.209)  0.000
H (-3.761, 3.086, 7.720)  0.000
H (-6.822, 2.766, 4.324)  -0.001
H (-5.636, 4.085, 4.961)  0.000
H (-7.059, 3.381, 6.030)  -0.002
H (-4.388, 3.042, 2.926)  -0.001
H (-2.030, 2.154, 6.150)  0.000
H (-3.178, 3.454, 5.577)  0.000
H (-2.164, 3.529, 3.213)  0.000
H (-0.901, 3.663, 4.518)  0.000
H (-0.858, 0.734, 3.963)  0.000
H (0.336, 2.038, 3.500)  0.000
H (-1.056, 2.722, 1.443)  0.000
H (-2.076, 1.180, 1.588)  0.000
H (0.853, 2.702, -0.061)  0.000
H (-2.162, 0.072, 5.543)  0.000
H (-3.869, -0.325, 6.061)  0.000
H (-4.494, -1.151, 3.678)  0.000
H (-2.751, -0.678, 3.063)  0.000
O (2.206, 3.998, -1.017)  0.000
H (2.764, 4.781, -1.133)  0.000
H (1.828, 3.848, -1.893)  0.000
C (5.118, 7.508, -4.540)  0.000
C (6.363, 6.748, -4.111)  0.000
O (6.000, 6.101, -2.891)  0.000
S (4.423, 5.723, -2.942)  0.000
O (4.301, 4.355, -3.338)  0.000
O (3.794, 6.252, -1.767)  0.000
O (4.022, 6.655, -4.207)  0.000
H (5.009, 8.438, -3.976)  0.000
H (5.116, 7.729, -5.608)  0.000
H (7.219, 7.404, -3.959)  0.000
H (6.624, 5.974, -4.839)  0.000
C (0.635, -2.271, -1.210)  0.000
O (1.741, -1.875, -1.540)  0.000
N (0.399, -3.555, -0.836)  0.000
N (-0.456, -1.466, -1.188)  0.000
H (-0.504, -3.899, -0.562)  0.000
H (1.184, -4.187, -0.838)  0.000
H (-0.326, -0.501, -1.459)  0.000
H (-1.372, -1.776, -0.920)  0.000
C (4.224, -6.286, -5.556)  0.000
C (3.677, -5.252, -6.578)  0.000
C (4.833, -4.356, -7.087)  0.000
C (5.301, -3.328, -6.065)  0.000
C (4.126, -2.517, -5.534)  0.000
C (2.979, -3.398, -4.998)  0.000
N (2.571, -4.469, -5.954)  0.000
O (1.836, -3.860, -6.992)  0.000
C (3.401, -4.023, -3.646)  0.000
C (1.794, -2.474, -4.614)  0.000
C (3.188, -6.116, -7.769)  0.000
H (4.488, -7.236, -6.036)  0.000
H (5.131, -5.947, -5.051)  0.000
H (3.475, -6.538, -4.801)  0.000
H (4.516, -3.822, -7.992)  0.000
H (5.690, -4.976, -7.387)  0.000
H (5.831, -3.819, -5.242)  0.000
H (6.028, -2.654, -6.533)  0.000
H (4.486, -1.843, -4.746)  0.000
H (3.758, -1.870, -6.339)  0.000
H (2.640, -4.719, -3.280)  0.000
H (3.527, -3.250, -2.881)  0.000
H (4.355, -4.549, -3.688)  0.000
H (1.452, -1.860, -5.451)  0.000
H (2.082, -1.778, -3.821)  0.000
H (0.944, -3.057, -4.245)  0.000
H (2.368, -6.774, -7.467)  0.000
H (4.003, -6.749, -8.146)  0.000
H (2.853, -5.514, -8.617)  0.000
C (-1.114, -5.271, 1.998)  0.000
Cl (-2.444, -4.940, 0.881)  0.000
Cl (-0.234, -6.730, 1.531)  0.000
H (-0.427, -4.426, 1.990)  0.000
H (-1.519, -5.408, 3.000)  0.000
O (-7.468, 5.944, 4.335)  0.373
P (-8.847, 5.877, 5.023)  -0.030
O (-9.294, 7.297, 5.425)  0.143
O (-8.752, 4.984, 6.279)  0.345
O (-9.886, 5.288, 4.046)  0.178

For the gap between HOMO and LUMO (alpha / beta), the calculation gives 2.10 / 2.09 eV. The spin multiplicity is 2. As for the charge: -2.


3.
Computed, not measured: a structure of composition C24H52N4O6P2SSe4V at a distorted geometry, with wB97M-V/def2-TZVPD.

Each line ends with the Löwdin spin population.
Positions of all 94 atoms, in Å:
V (0.292, -0.179, -0.007)  1.117
O (3.525, -0.928, 4.544)  0.000
C (3.322, 0.164, 3.657)  0.000
C (2.316, 1.162, 4.237)  -0.003
C (2.492, 1.225, 5.777)  0.000
O (3.821, 1.417, 6.179)  0.000
C (0.895, 0.680, 3.946)  -0.011
Se (0.234, 0.957, 2.057)  -0.126
C (2.560, 2.563, 3.683)  -0.003
Se (2.998, 2.642, 1.781)  -0.066
H (4.049, -1.591, 4.086)  0.000
H (2.922, -0.184, 2.696)  0.000
H (4.267, 0.686, 3.468)  0.000
H (2.092, 0.299, 6.214)  0.000
H (1.927, 2.072, 6.176)  0.000
H (4.310, 0.643, 5.873)  0.000
H (0.187, 1.259, 4.551)  -0.001
H (0.792, -0.381, 4.183)  -0.001
H (3.399, 3.030, 4.200)  -0.001
H (1.662, 3.166, 3.821)  0.000
C (-2.662, 2.554, 2.836)  -0.002
N (-2.998, 1.282, 2.233)  -0.005
C (-2.904, 0.154, 3.138)  -0.005
P (-2.769, 0.925, 0.623)  0.002
O (-1.950, -0.208, 0.174)  0.019
O (-2.253, 2.326, -0.017)  0.000
P (-0.926, 2.792, -0.837)  0.002
O (0.245, 1.915, -0.692)  0.016
N (-0.660, 4.352, -0.392)  0.000
C (-1.676, 5.357, -0.619)  0.000
C (0.162, 4.606, 0.774)  0.000
N (-1.539, 2.923, -2.391)  0.000
C (-2.463, 1.919, -2.892)  0.000
C (-0.510, 3.310, -3.337)  0.000
N (-4.332, 0.728, 0.091)  0.001
C (-5.388, 1.625, 0.493)  0.000
C (-4.676, -0.186, -0.971)  0.000
H (-1.616, 2.578, 3.174)  -0.001
H (-3.315, 2.716, 3.696)  0.000
H (-2.815, 3.351, 2.111)  0.000
H (-1.938, 0.139, 3.658)  -0.003
H (-3.003, -0.766, 2.560)  0.000
H (-3.709, 0.205, 3.877)  0.000
H (-2.301, 5.069, -1.461)  0.000
H (-1.182, 6.306, -0.844)  0.000
H (-2.308, 5.501, 0.267)  0.000
H (0.807, 3.748, 0.950)  0.000
H (-0.450, 4.785, 1.664)  0.000
H (0.791, 5.478, 0.593)  0.000
H (-3.452, 2.363, -3.044)  0.000
H (-2.553, 1.076, -2.201)  0.000
H (-2.104, 1.532, -3.848)  0.000
H (0.206, 3.954, -2.828)  0.000
H (-0.968, 3.857, -4.166)  0.000
H (0.023, 2.436, -3.738)  0.000
H (-5.096, 2.132, 1.410)  0.000
H (-6.299, 1.053, 0.685)  0.000
H (-5.608, 2.375, -0.275)  0.000
H (-3.851, -0.880, -1.115)  0.000
H (-4.888, 0.327, -1.914)  0.000
H (-5.563, -0.758, -0.687)  0.000
C (4.370, -0.368, 0.440)  -0.003
Se (2.622, -0.736, -0.402)  0.012
C (2.830, 0.491, -1.934)  0.015
C (1.964, -0.015, -3.066)  0.004
Se (0.076, -0.350, -2.458)  -0.006
C (-0.171, -2.040, -3.424)  -0.001
H (4.382, 0.635, 0.875)  0.001
H (5.140, -0.483, -0.322)  -0.001
H (4.512, -1.130, 1.210)  0.000
H (3.887, 0.504, -2.218)  0.001
H (2.529, 1.480, -1.571)  0.000
H (2.323, -0.986, -3.421)  0.000
H (1.943, 0.698, -3.896)  0.000
H (-0.114, -1.862, -4.499)  0.000
H (-1.160, -2.407, -3.147)  0.000
H (0.585, -2.760, -3.109)  0.000
C (1.138, -3.641, -0.008)  0.013
S (-0.121, -2.323, 0.264)  0.033
O (-1.245, -2.727, -0.576)  0.006
C (-0.508, -2.804, 1.954)  0.001
C (-1.765, -3.286, 2.267)  0.000
C (-2.070, -3.578, 3.587)  0.000
C (-1.114, -3.392, 4.572)  0.000
C (0.142, -2.897, 4.252)  0.000
C (0.444, -2.593, 2.937)  0.000
H (0.646, -4.599, 0.121)  0.001
H (1.949, -3.501, 0.699)  -0.001
H (1.514, -3.546, -1.024)  0.000
H (-2.478, -3.421, 1.469)  0.000
H (-3.048, -3.953, 3.845)  0.000
H (-1.341, -3.640, 5.597)  0.000
H (0.883, -2.751, 5.025)  0.000
H (1.413, -2.190, 2.662)  0.000

For the gap between HOMO and LUMO (alpha / beta), the calculation gives 4.60 / 5.07 eV. The spin multiplicity is 2. As for the energy above the lowest of the compared OMol25 structures with the same formula, charge and spin: 71.0 kcal/mol.


Total energy values, unit eV, following the record order: -128347.367 -131746.598 -360464.164.